A) 84
Properties=species:S:1:pos:R:3:mulliken_charge:R:1 method="wB97M-V/def2-TZVPD" e_homo_ev=-9.80 smiles=CC(C)O.CC(C)O.CC(C)O.CC(C)O.CO.CO.CO.CO.CO.CO total_charge=0 orbital_gap_ev=10.03
C 0.794 -0.832 -0.101 -0.54
C 0.184 0.548 -0.268 2.32
C -0.976 0.651 -1.315 -0.33
O -0.286 0.909 1.007 -0.46
H 0.154 -1.589 0.352 -0.54
H 1.615 -0.764 0.613 0.15
H 1.098 -1.207 -1.078 0.50
H 0.995 1.237 -0.499 -1.22
H -0.613 0.538 -2.337 0.54
H -1.431 1.642 -1.325 -0.23
H -1.710 -0.143 -1.173 -0.45
H -0.960 0.244 1.164 0.44
C 0.570 -3.253 3.314 -1.35
C -0.223 -4.120 2.346 1.98
C 0.530 -5.321 1.815 -1.51
O -1.418 -4.638 2.918 -0.61
H 1.408 -2.816 2.772 0.09
H 1.011 -3.642 4.232 0.44
H -0.121 -2.487 3.666 0.31
H -0.609 -3.502 1.535 -0.93
H 1.365 -5.054 1.166 0.31
H -0.103 -5.980 1.223 0.39
H 0.990 -5.832 2.661 0.48
H -1.154 -5.358 3.496 0.35
C -1.405 -4.448 -1.219 -1.25
C -2.200 -3.179 -1.629 1.91
C -1.947 -2.735 -3.106 -1.44
O -3.535 -3.354 -1.446 -0.58
H -1.649 -4.717 -0.191 0.19
H -0.394 -4.043 -1.181 0.29
H -1.395 -5.355 -1.822 0.37
H -1.971 -2.362 -0.946 -0.84
H -2.384 -1.743 -3.223 0.32
H -2.341 -3.436 -3.842 0.36
H -0.888 -2.579 -3.310 0.35
H -3.749 -3.512 -0.524 0.37
C 4.751 4.233 -1.593 -1.10
C 4.942 3.224 -0.425 0.47
C 4.318 1.838 -0.711 -0.52
O 6.307 3.038 -0.177 -0.60
H 4.995 3.910 -2.605 0.38
H 5.221 5.187 -1.356 0.36
H 3.662 4.291 -1.588 0.12
H 4.452 3.582 0.480 0.16
H 4.556 1.484 -1.714 0.45
H 3.229 1.860 -0.710 -0.19
H 4.586 1.093 0.038 0.11
H 6.840 3.001 -0.974 0.35
C 4.298 -1.721 2.178 -0.51
O 3.944 -3.066 1.861 -0.46
H 4.092 -1.060 1.337 0.10
H 3.716 -1.403 3.043 0.25
H 5.322 -1.548 2.511 0.38
H 4.734 -3.419 1.444 0.28
C -3.728 4.362 -1.480 -0.27
O -3.128 5.635 -1.232 -0.53
H -4.754 4.305 -1.116 0.31
H -3.859 4.318 -2.561 0.24
H -3.150 3.572 -1.001 -0.05
H -2.849 5.675 -0.314 0.30
C -2.934 0.028 2.265 -0.88
O -2.292 -0.900 1.475 -0.47
H -3.986 -0.195 2.440 0.36
H -2.391 0.061 3.210 0.30
H -2.853 1.030 1.845 0.21
H -2.775 -1.721 1.596 0.25
C -5.208 -0.715 -1.984 -0.09
O -6.110 0.170 -2.668 -0.55
H -4.237 -0.291 -1.730 -0.07
H -5.659 -1.218 -1.129 0.26
H -5.034 -1.518 -2.699 0.17
H -6.247 0.933 -2.103 0.29
C 0.420 4.042 -1.571 0.01
O 1.209 4.809 -2.466 -0.57
H 1.048 3.363 -0.994 -0.10
H -0.015 4.696 -0.816 0.18
H -0.298 3.425 -2.111 0.19
H 1.785 4.233 -2.973 0.30
C 1.237 3.395 2.433 -0.40
O 0.112 3.554 1.545 -0.51
H 0.965 2.652 3.182 0.22
H 2.101 3.061 1.859 0.04
H 1.476 4.324 2.950 0.28
H -0.064 2.627 1.367 0.36

***

B) 84
Properties=species:S:1:pos:R:3:mulliken_charge:R:1 method="wB97M-V/def2-TZVPD" e_homo_ev=-9.48 smiles=CC(C)O.CC(C)O.CC(C)O.CC(C)O.CO.CO.CO.CO.CO.CO total_charge=0 orbital_gap_ev=9.88
C -5.390 -1.473 1.330 -0.54
O -4.178 -2.125 1.523 -0.42
H -5.279 -0.359 0.863 0.08
H -5.809 -1.227 2.298 0.29
H -6.109 -1.988 0.702 0.27
H -3.661 -1.428 1.138 0.26
C -2.807 -1.031 -3.123 -0.14
O -2.849 -0.178 -4.294 -0.66
H -3.769 -0.794 -2.484 0.24
H -1.953 -0.572 -2.520 -0.16
H -2.735 -2.109 -3.231 0.31
H -3.962 -0.077 -4.557 0.35
C 1.416 -2.672 4.058 -0.37
O 0.451 -2.896 3.015 -0.40
H 1.556 -1.498 3.760 -0.06
H 2.395 -3.367 3.910 0.25
H 1.029 -2.950 5.050 0.24
H 0.437 -3.876 2.911 0.28
C -0.915 -5.219 1.419 -0.46
O -0.341 -5.623 2.629 -0.52
H -1.401 -4.365 1.701 0.23
H -1.477 -6.098 0.735 0.25
H -0.190 -4.864 0.713 0.22
H 0.089 -6.396 2.645 0.24
C -3.152 2.636 -0.699 -0.61
O -3.754 1.675 0.165 -0.44
H -3.345 3.686 -0.441 0.49
H -3.497 2.462 -1.712 0.24
H -2.068 2.777 -0.407 0.05
H -4.390 2.309 0.708 0.29
C -0.794 -0.588 0.363 0.90
O -1.176 -1.854 0.870 -0.23
H -1.729 -0.025 -0.050 -0.25
H -0.081 -0.710 -0.532 -0.36
H -0.238 0.171 1.022 -0.14
H -0.556 -1.989 1.470 0.13
C -0.181 3.136 2.479 -1.12
C 0.329 2.605 3.869 -0.04
C 0.590 1.125 3.963 -1.11
O 1.527 3.200 4.213 -0.58
H -0.916 2.450 2.193 0.27
H 0.648 2.978 1.662 0.00
H -0.375 4.077 2.585 0.63
H -0.285 2.780 4.626 0.74
H 0.771 0.559 4.930 0.41
H 1.279 0.741 3.324 0.19
H -0.441 0.642 3.807 0.36
H 1.477 3.471 5.060 0.27
C 4.782 3.732 0.630 -1.60
C 3.546 3.134 1.432 0.61
C 3.038 1.878 0.690 -0.69
O 3.894 2.948 2.737 -0.63
H 5.322 2.835 0.241 0.34
H 5.223 4.458 1.223 0.41
H 4.602 4.042 -0.343 0.45
H 2.789 3.839 1.378 0.35
H 3.727 1.134 0.693 0.67
H 2.637 2.276 -0.304 0.11
H 2.094 1.576 1.013 -0.30
H 3.063 2.688 3.287 0.32
C 0.337 1.743 -2.708 -2.36
C -0.254 2.373 -3.965 0.40
C 0.363 1.615 -5.140 -1.29
O -1.627 2.293 -4.155 -0.56
H 0.171 0.703 -2.453 0.30
H 0.258 2.306 -1.933 0.87
H 1.276 1.687 -2.769 1.15
H 0.089 3.334 -4.385 0.20
H -0.214 1.852 -6.151 0.34
H 0.394 0.535 -5.140 0.22
H 1.440 1.940 -5.497 0.35
H -1.899 1.325 -4.357 0.38
C 1.032 -1.797 -3.197 -0.12
C 2.110 -2.810 -2.481 0.29
C 1.949 -2.880 -0.988 -0.96
O 1.730 -4.040 -2.905 -0.54
H 1.019 -2.069 -4.244 0.47
H 1.665 -0.815 -2.914 0.02
H 0.006 -1.622 -2.509 -0.33
H 3.254 -2.749 -2.832 0.23
H 2.552 -2.111 -0.568 0.43
H 2.518 -3.790 -0.440 0.31
H 0.997 -2.665 -0.764 -0.01
H 1.929 -4.028 -3.839 0.34

***

Stability summary: most stable A), least stable B).

***

A) 84
Properties=species:S:1:pos:R:3:mulliken_charge:R:1 method="wB97M-V/def2-TZVPD" e_homo_ev=-9.77 smiles=CC(C)O.CC(C)O.CC(C)O.CC(C)O.CO.CO.CO.CO.CO.CO total_charge=0 orbital_gap_ev=10.02
C 28.337 -14.488 25.696 -0.84
O 28.057 -15.196 26.895 -0.49
H 28.002 -13.468 25.506 0.31
H 29.392 -14.472 25.421 0.30
H 27.835 -15.092 24.940 0.32
H 27.928 -14.666 27.684 0.26
C 31.316 -19.390 29.652 -0.79
O 29.973 -19.251 30.032 -0.46
H 31.537 -20.037 28.803 0.28
H 31.629 -18.387 29.360 0.32
H 31.984 -19.579 30.492 0.29
H 29.612 -18.937 29.200 0.44
C 28.343 -17.892 34.433 -0.35
O 26.985 -17.964 33.965 -0.54
H 28.889 -18.835 34.418 0.30
H 28.921 -17.373 33.668 0.05
H 28.306 -17.489 35.445 0.25
H 26.508 -17.148 33.801 0.28
C 23.298 -15.756 30.509 -0.38
O 22.157 -16.074 31.222 -0.54
H 23.111 -15.961 29.455 0.26
H 23.553 -14.700 30.603 0.10
H 24.108 -16.435 30.776 0.26
H 22.401 -15.846 32.122 0.31
C 29.485 -19.035 26.836 -0.72
O 28.766 -18.186 27.721 -0.52
H 29.358 -18.594 25.848 0.34
H 30.545 -18.951 27.077 0.30
H 29.171 -20.079 26.828 0.25
H 28.582 -17.333 27.320 0.31
C 31.800 -15.974 34.255 -0.57
O 30.795 -15.702 35.275 -0.48
H 31.943 -15.233 33.469 0.18
H 32.758 -16.088 34.761 0.36
H 31.580 -16.993 33.935 0.22
H 31.291 -15.812 36.090 0.30
C 29.425 -10.088 29.541 -0.96
C 30.689 -10.989 29.500 0.64
C 30.760 -12.124 28.391 -1.14
O 31.804 -10.160 29.438 -0.59
H 29.294 -9.725 28.522 0.30
H 29.335 -9.338 30.327 0.36
H 28.510 -10.649 29.732 0.06
H 30.706 -11.428 30.497 0.01
H 30.896 -11.923 27.328 0.49
H 29.809 -12.646 28.287 0.10
H 31.421 -12.970 28.580 0.41
H 32.064 -10.021 28.524 0.37
C 25.419 -10.920 28.039 -1.25
C 24.478 -11.616 28.952 0.69
C 23.079 -10.805 28.977 -1.42
O 24.119 -12.884 28.429 -0.46
H 25.077 -11.003 27.008 0.39
H 26.439 -11.285 27.922 0.24
H 25.506 -9.865 28.298 0.35
H 24.923 -11.659 29.946 0.07
H 22.898 -10.415 27.976 0.38
H 23.167 -9.987 29.692 0.35
H 22.192 -11.382 29.237 0.37
H 23.886 -12.694 27.517 0.33
C 26.258 -11.639 33.881 -1.04
C 24.943 -11.005 34.379 0.11
C 23.982 -10.875 33.247 -0.71
O 24.515 -11.971 35.388 -0.57
H 26.556 -11.225 32.918 0.27
H 26.248 -12.676 33.544 0.19
H 27.099 -11.635 34.574 0.38
H 25.086 -10.011 34.804 0.37
H 23.053 -10.492 33.670 0.31
H 23.945 -11.927 32.966 0.06
H 24.421 -10.268 32.455 0.26
H 24.424 -12.781 34.881 0.36
C 27.457 -15.883 30.588 -1.04
C 27.840 -14.397 30.765 1.24
C 29.298 -14.134 30.844 -0.87
O 27.417 -13.726 29.620 -0.05
H 26.466 -15.953 30.139 0.27
H 27.553 -16.439 31.521 0.16
H 28.195 -16.427 29.999 0.19
H 27.243 -14.087 31.622 -0.40
H 29.848 -14.752 31.553 0.29
H 29.509 -13.078 31.015 -0.01
H 29.770 -14.439 29.910 0.24
H 26.473 -13.847 29.494 0.01

***

B) 84
Properties=species:S:1:pos:R:3:mulliken_charge:R:1 method="wB97M-V/def2-TZVPD" e_homo_ev=-9.77 smiles=CCO.CCO.CCO.CCO.CCO.CCO.CCO.CCO.CCO.O total_charge=0 orbital_gap_ev=9.82
O -0.808 -4.083 -2.026 -0.53
H -0.344 -4.469 -2.776 0.26
H -1.556 -4.665 -1.864 0.23
C -0.553 3.440 -2.360 -0.22
C -0.111 3.690 -3.796 -0.26
O -0.342 5.033 -4.203 -0.56
H 0.077 3.988 -1.659 0.30
H -0.444 2.378 -2.112 -0.33
H -1.603 3.670 -2.169 0.32
H -0.646 3.001 -4.460 0.28
H 0.948 3.462 -3.881 0.09
H -1.295 5.151 -4.231 0.33
C 4.278 0.918 3.583 -1.17
C 3.774 1.984 2.623 -0.16
O 2.398 1.710 2.348 -0.40
H 3.795 0.956 4.559 0.28
H 5.357 0.998 3.703 0.38
H 4.053 -0.068 3.167 0.28
H 4.410 1.983 1.737 0.34
H 3.852 2.957 3.120 0.27
H 2.135 2.284 1.622 0.17
C -1.234 1.728 5.546 -1.31
C -0.027 1.982 4.681 0.20
O 0.513 0.729 4.273 -0.44
H -1.567 2.668 5.999 0.39
H -1.046 1.009 6.340 0.34
H -2.094 1.396 4.960 0.24
H 0.746 2.562 5.198 0.31
H -0.311 2.568 3.798 0.11
H 1.243 0.912 3.666 0.18
C 2.983 0.693 -3.373 -0.69
C 2.244 -0.284 -4.293 -0.14
O 0.871 -0.359 -3.949 -0.52
H 3.118 0.311 -2.360 0.21
H 2.485 1.663 -3.399 -0.06
H 4.008 0.887 -3.717 0.42
H 2.706 -1.271 -4.183 0.11
H 2.391 0.056 -5.315 0.39
H 0.843 -0.667 -3.030 0.25
C -2.700 0.014 -2.811 -0.01
C -4.037 0.728 -2.916 -0.75
O -5.037 0.115 -2.095 -0.56
H -1.891 0.594 -3.252 0.03
H -2.768 -0.953 -3.314 0.41
H -2.469 -0.203 -1.765 -0.09
H -4.392 0.743 -3.952 0.44
H -3.965 1.771 -2.605 0.26
H -5.192 -0.775 -2.425 0.32
C 0.481 0.059 0.239 0.03
C 0.023 -1.326 -0.143 -0.43
O 0.469 -1.618 -1.483 0.43
H 1.570 0.073 0.233 0.30
H 0.114 0.358 1.221 -0.21
H 0.069 0.768 -0.484 -0.38
H -1.045 -1.504 -0.011 0.26
H 0.539 -2.064 0.486 0.27
H -0.048 -2.385 -1.779 0.02
C 2.475 -4.993 -1.174 -1.09
C 2.869 -3.977 -2.248 -0.20
O 3.112 -2.699 -1.699 -0.58
H 2.191 -5.961 -1.595 0.34
H 1.673 -4.608 -0.545 0.25
H 3.338 -5.204 -0.537 0.33
H 2.054 -3.915 -2.983 0.12
H 3.789 -4.301 -2.728 0.41
H 2.270 -2.345 -1.376 0.19
C -1.604 -2.169 3.176 -0.57
C -1.057 -3.408 3.837 -0.36
O -2.170 -4.265 4.129 -0.53
H -2.219 -1.623 3.893 0.36
H -2.138 -2.460 2.275 0.28
H -0.808 -1.448 2.965 -0.02
H -0.523 -3.174 4.765 0.28
H -0.327 -3.936 3.210 0.27
H -1.814 -5.085 4.483 0.29
C -2.512 2.685 1.638 -1.17
C -2.937 2.237 0.266 0.81
O -3.909 1.203 0.400 -0.61
H -3.374 2.838 2.287 0.36
H -1.913 3.598 1.632 0.41
H -1.887 1.930 2.127 -0.03
H -2.089 1.875 -0.328 -0.34
H -3.393 3.061 -0.299 0.27
H -4.066 0.846 -0.483 0.25

***

Stability summary: most stable B), least stable A).

***

A) 12
Properties=species:S:1:pos:R:3:mulliken_charge:R:1 method="wB97M-V/def2-TZVPD" e_homo_ev=-10.40 smiles="NC(=O)OO.N=C=O" total_charge=0 orbital_gap_ev=11.02
C 1.570 0.833 1.925 0.61
C -0.824 -0.318 -0.918 0.72
N 1.071 -0.179 2.309 -0.45
N -1.760 0.279 -1.669 -0.38
O 0.410 -0.052 -1.410 -0.19
O 1.419 -0.706 -0.691 -0.33
O 2.209 1.692 1.493 -0.41
O -1.004 -1.004 0.059 -0.61
H 0.191 -0.448 2.717 0.28
H -2.723 0.221 -1.390 0.22
H 0.934 -1.173 0.022 0.33
H -1.492 0.854 -2.447 0.21

***

B) 12
Properties=species:S:1:pos:R:3:mulliken_charge:R:1 method="wB97M-V/def2-TZVPD" e_homo_ev=-10.04 smiles="O=CONC(=O)NO" total_charge=0 orbital_gap_ev=10.19
C -0.408 -0.974 0.194 0.57
C -0.306 2.376 -0.073 0.27
H 1.949 -2.017 -0.044 0.35
H -0.278 -2.682 -0.900 0.33
H -0.650 0.740 1.173 0.33
H -0.057 3.373 -0.632 0.32
N 0.112 -1.612 -0.909 -0.27
N -0.011 0.166 0.540 -0.07
O 1.583 -1.456 -0.906 -0.41
O -1.337 -1.571 0.745 -0.66
O 0.312 1.209 -0.280 -0.16
O -0.908 2.449 1.092 -0.58

***

Stability summary: most stable A), least stable B).